Molecular formula: C41H37FN6Pt
Method: DFT, ωB97M-V with the def2-TZVPD basis set

Structure (XYZ):
```
86
Properties=species:S:1:pos:R:3:forces:R:3
Pt 0.285 0.975 -0.292 0.08 0.13 -0.17
C 1.743 -2.067 -1.408 -0.05 0.07 -0.14
C 0.378 -2.616 -1.834 0.03 0.06 0.09
C -0.294 -1.921 -3.015 0.03 0.04 -0.02
C -0.532 -2.771 -0.626 0.09 0.05 0.02
C -0.625 -4.085 -0.168 -0.02 -0.01 0.02
C -1.459 -4.453 0.867 0.01 0.01 -0.02
C -2.210 -3.468 1.471 0.04 0.03 0.05
C -2.119 -2.135 1.085 -0.05 -0.01 0.05
C -3.013 -1.172 1.854 0.03 0.01 -0.03
C -4.500 -1.426 1.587 -0.02 0.02 -0.06
C -2.743 -1.267 3.358 -0.07 0.07 0.00
C -1.264 -1.745 0.021 -0.25 0.02 -0.06
N -1.318 -0.369 -0.421 0.23 -0.17 0.21
C -2.570 -0.012 -0.882 -0.02 0.13 -0.20
C -3.410 -0.893 -1.595 0.08 0.03 -0.12
C -4.655 -0.519 -2.070 0.01 -0.01 -0.04
C -5.151 0.759 -1.852 0.07 0.02 0.05
C -4.364 1.651 -1.137 -0.11 -0.11 0.14
C -3.129 1.256 -0.678 -0.37 -0.38 0.48
F -2.422 2.171 0.052 -0.08 -0.05 0.18
H 2.434 -2.021 -2.255 0.00 0.06 -0.01
H 2.182 -2.728 -0.658 0.01 -0.01 -0.01
H 1.651 -1.080 -0.952 0.05 0.07 -0.04
H 0.574 -3.635 -2.179 -0.04 -0.01 0.03
H -0.552 -0.890 -2.800 -0.02 0.05 0.02
H -1.224 -2.435 -3.262 0.02 -0.05 -0.03
H 0.348 -1.964 -3.899 0.03 0.06 0.00
H -0.047 -4.848 -0.678 0.01 0.00 0.01
H -1.533 -5.486 1.182 0.00 0.00 0.00
H -2.888 -3.735 2.273 -0.01 -0.01 0.00
H -2.791 -0.165 1.510 0.02 -0.02 0.10
H -4.824 -2.372 2.030 0.03 -0.02 -0.01
H -4.714 -1.457 0.519 -0.02 0.01 0.05
H -5.102 -0.630 2.030 0.00 -0.01 0.02
H -3.014 -2.253 3.736 -0.03 0.03 0.04
H -3.342 -0.533 3.905 0.01 0.01 -0.03
H -1.695 -1.100 3.592 0.09 -0.01 0.01
H -3.059 -1.900 -1.775 0.03 -0.01 0.03
H -5.245 -1.245 -2.616 -0.01 0.01 0.00
H -6.125 1.054 -2.216 0.00 0.00 -0.01
H -4.697 2.657 -0.910 -0.02 0.01 -0.01
N 8.157 -0.524 5.926 0.00 0.00 0.00
C 7.269 -0.274 5.241 0.00 0.00 0.00
C 6.158 0.042 4.383 0.00 -0.01 0.00
C 5.909 1.366 4.031 0.00 0.00 0.00
C 4.844 1.666 3.200 0.01 0.01 0.00
C 4.017 0.653 2.723 -0.01 -0.02 -0.01
C 4.264 -0.667 3.092 -0.01 0.00 0.00
C 5.335 -0.977 3.912 0.01 0.01 0.00
C 2.847 0.949 1.854 -0.08 0.12 0.02
C 1.594 0.716 2.403 0.07 -0.14 -0.08
C 1.294 0.741 3.797 -0.01 0.05 0.01
C -0.047 1.000 3.908 -0.01 -0.08 0.03
C -0.557 1.060 2.588 -0.04 -0.07 -0.01
N 0.402 0.863 1.702 -0.05 0.15 -0.10
C 3.065 1.590 0.622 0.07 -0.12 -0.02
C 4.283 2.123 0.139 0.00 0.04 -0.01
C 3.970 2.927 -0.941 -0.01 -0.03 0.03
C 2.577 2.836 -1.108 -0.03 0.04 0.02
N 2.034 2.025 -0.200 -0.06 -0.06 0.02
H 6.547 2.152 4.413 0.00 0.00 0.00
H 4.638 2.694 2.931 0.00 0.00 0.00
H 3.611 -1.449 2.727 0.00 0.00 0.00
H 5.534 -2.002 4.193 0.00 0.00 0.00
H 2.019 0.668 4.591 0.00 -0.02 0.00
H -0.623 1.130 4.809 0.00 0.00 0.01
H -1.570 1.248 2.271 0.03 -0.05 -0.01
H 5.257 1.956 0.567 0.01 0.00 -0.01
H 4.641 3.522 -1.538 0.01 0.01 0.02
H 1.965 3.334 -1.843 -0.01 -0.04 -0.03
N 0.947 1.126 -4.440 -0.03 -0.02 -0.04
C 1.260 0.945 -3.144 0.07 0.05 0.09
N 0.303 1.338 -2.342 -0.23 -0.36 0.13
C -0.712 1.829 -3.163 0.04 0.19 -0.06
C -1.899 2.483 -2.849 0.07 0.18 -0.03
C -2.698 2.885 -3.899 0.04 0.00 -0.03
C -2.322 2.675 -5.235 0.04 -0.03 0.01
C -1.118 2.083 -5.559 -0.04 0.03 -0.03
C -0.322 1.678 -4.494 0.07 -0.03 -0.01
H 1.540 0.892 -5.216 -0.01 -0.01 0.00
H 2.208 0.554 -2.820 0.01 -0.16 0.05
H -2.165 2.682 -1.821 0.33 0.25 -0.56
H -3.635 3.381 -3.687 -0.01 0.00 0.00
H -2.982 3.002 -6.028 0.00 0.00 0.00
H -0.807 1.949 -6.587 -0.01 0.00 0.00
```
Forces are in eV/Å.

Properties
Maximum force ... 0.7 eV/A
Orbital gap ... 5.92 eV
E_tot ... -58023.397 eV
E_LUMO ... -0.929 eV
Charge ... 0

And the Löwdin charges, in e, turn out to be: Pt 1.17; C -0.07; C -0.37; C -0.06; C -0.14; C -0.05; C -0.08; C -0.05; C -0.13; C -0.37; C -0.05; C -0.07; C -0.16; N -0.10; C -0.28; C -0.03; C -0.10; C -0.10; C -0.04; C -0.29; F 0.00; H 0.07; H 0.08; H 0.03; H 0.12; H 0.04; H 0.08; H 0.08; H 0.11; H 0.10; H 0.11; H 0.09; H 0.08; H 0.06; H 0.08; H 0.07; H 0.09; H 0.06; H 0.11; H 0.10; H 0.10; H 0.12; N 0.16; C -0.18; C -0.23; C -0.01; C -0.01; C -0.18; C 0.00; C -0.01; C -0.04; C -0.24; C 0.00; C -0.06; C -0.13; N -0.10; C -0.26; C -0.03; C -0.07; C -0.17; N -0.11; H 0.12; H 0.13; H 0.13; H 0.12; H 0.12; H 0.10; H 0.10; H 0.11; H 0.09; H 0.11; N 0.15; C -0.17; N -0.06; C -0.20; C 0.00; C -0.06; C -0.08; C -0.02; C -0.18; H 0.17; H 0.14; H 0.09; H 0.11; H 0.10; H 0.11

Molecular formula: C2H3O3
Method: DFT, ωB97M-V with the def2-TZVPD basis set

Structure (XYZ):
```
8
Properties=species:S:1:pos:R:3:forces:R:3
C 0.622 -1.432 1.956 -3.96 2.27 1.53
C -0.241 0.142 0.128 1.73 -2.95 0.71
O 1.426 -2.028 1.368 2.14 -1.31 -1.38
O -0.054 -1.290 2.961 1.16 -0.12 -1.18
O 0.694 -0.252 -0.907 -0.24 1.59 -1.16
H 0.108 1.106 0.517 -1.12 -0.14 -0.30
H -1.240 -0.262 -0.161 0.46 1.32 0.62
H 1.114 -1.103 -0.874 -0.17 -0.65 1.16
```
Forces are in eV/Å.

Properties
Maximum force ... 4.8 eV/A
Orbital gap ... 5.83 eV
E_tot ... -8263.885 eV
E_LUMO ... 4.293 eV
Charge ... -1

And the Löwdin charges, in e, turn out to be: C -0.58; C -0.20; O 0.05; O -0.01; O -0.27; H -0.01; H 0.00; H 0.01

Molecular formula: C3H7NO2S2
Method: DFT, ωB97M-V with the def2-TZVPD basis set

Structure (XYZ):
```
15
Properties=species:S:1:pos:R:3:forces:R:3
C 0.754 -0.020 1.514 -1.61 1.50 0.21
C -0.761 -0.529 1.416 0.89 -1.07 1.29
C 0.090 1.358 -0.231 -2.29 -1.96 -0.55
N 1.124 0.531 0.240 1.49 -1.44 -1.13
O 0.884 -0.897 -4.241 1.60 1.91 0.00
O -1.821 -0.315 -1.097 -0.20 -1.07 -0.84
S -0.040 -2.003 -4.229 -1.62 -1.88 0.05
S -1.572 0.500 0.098 0.24 0.20 1.52
H 0.931 0.821 2.244 -0.87 -0.89 -0.29
H 1.339 -0.824 1.855 1.17 -0.96 0.00
H -0.907 -1.687 1.229 0.50 2.46 -0.13
H -1.066 -0.376 2.479 -0.88 0.11 -1.01
H -0.113 2.180 0.362 0.52 2.19 1.18
H -0.126 1.555 -1.284 1.16 -0.02 0.00
H 1.284 -0.294 -0.356 -0.10 0.91 -0.30
```
Forces are in eV/Å.

Properties
Maximum force ... 3.1 eV/A
Orbital gap (alpha / beta) ... 7.48 / 7.43 eV
E_tot ... -30476.179 eV
E_LUMO (alpha / beta) ... -1.128 / -1.162 eV
Charge ... 0

And the Löwdin charges, in e, turn out to be: C -0.26; C -0.30; C -0.32; N -0.11; O -0.71; O -0.58; S 0.71; S 0.88; H 0.13; H 0.09; H 0.12; H 0.08; H 0.05; H 0.10; H 0.13

Molecular formula: C21H24N2O3
Method: DFT, ωB97M-V with the def2-TZVPD basis set

Structure (XYZ):
```
50
Properties=species:S:1:pos:R:3:forces:R:3
C -6.323 1.967 0.452 1.86 3.68 -2.88
H -7.159 1.423 0.184 -1.77 -1.51 -0.30
O -5.184 1.183 0.722 -0.81 -0.93 -0.73
C -4.881 0.105 -0.165 -4.08 2.69 -2.19
C -5.494 -0.259 -1.532 -1.49 10.72 12.23
C -5.095 -1.170 -2.156 4.58 -10.97 -7.03
C -4.072 -2.002 -1.642 -1.77 -4.61 -12.65
C -3.422 -1.636 -0.693 2.90 2.87 8.83
C -3.915 -0.639 0.179 5.41 -2.85 4.36
C -3.156 -0.443 1.584 -12.68 10.27 -7.01
H -2.657 -1.067 1.895 8.02 -12.73 5.33
H -4.057 -0.136 2.260 2.05 -0.73 -0.65
C -2.291 0.681 1.393 -2.39 7.81 5.47
C -1.420 0.909 0.304 -0.39 -2.14 -5.33
O -1.773 1.375 -0.887 1.69 -0.97 5.21
N -0.369 0.058 0.460 2.97 2.65 -4.22
C 0.295 -0.639 1.601 -3.61 6.48 3.85
H 0.590 0.269 2.289 -0.04 -1.35 -0.85
C 1.519 -1.301 1.141 -8.00 -10.22 9.96
N 2.426 -0.636 0.622 4.87 4.92 -7.21
C 3.707 -0.978 0.669 2.31 -0.72 7.74
O 3.963 -1.756 1.692 0.80 1.65 -4.46
C 4.750 -0.027 0.079 -2.14 -2.98 0.28
C 5.471 -0.673 -0.797 4.23 -0.25 -7.30
C 6.496 0.195 -1.865 -1.97 -3.84 4.92
C 6.786 1.372 -1.286 0.97 -1.03 -3.92
C 5.953 1.742 -0.274 8.59 12.99 -1.67
C 5.007 1.347 0.343 -11.30 -6.82 8.12
H 4.307 1.596 1.279 2.09 0.99 -2.28
H 6.142 2.918 0.079 0.09 -2.63 -1.00
H 7.469 2.042 -1.833 -0.23 -0.02 0.96
H 7.066 -0.455 -2.525 -0.23 0.65 -0.36
H 5.410 -1.721 -1.205 -0.44 1.09 1.21
C 1.986 0.199 -0.457 1.84 7.68 2.38
H 2.615 0.250 -1.318 0.50 -0.42 -0.46
C 0.606 0.247 -0.793 -4.02 -7.05 -0.54
H 0.228 0.809 -1.700 0.47 -0.27 1.91
H 0.490 -0.914 -1.052 -0.28 1.98 -0.98
H 2.050 1.370 0.033 0.75 -2.35 -1.24
H 0.937 -2.116 0.689 1.60 -1.01 -1.31
H 1.941 -1.899 2.273 -1.03 1.85 -3.62
H -0.638 -0.973 2.328 2.94 -0.73 -2.11
H -1.819 0.936 2.444 0.03 -0.65 -1.89
H -3.018 1.586 1.423 1.12 -1.11 -0.51
H -2.673 -2.209 -0.326 2.77 -1.43 0.91
H -3.451 -2.718 -2.467 -2.30 1.40 2.35
H -5.418 -1.345 -3.130 -0.84 -0.56 -1.52
H -6.211 0.380 -1.678 -4.06 3.24 -2.04
H -6.076 2.632 -0.629 -0.74 -1.47 3.10
H -6.638 2.716 1.256 1.14 -1.26 -0.84
```
Forces are in eV/Å.

Properties
Maximum force ... 17.8 eV/A
Orbital gap ... 8.99 eV
E_tot ... -31270.946 eV
E_LUMO ... 0.439 eV
Charge ... 0

And the Löwdin charges, in e, turn out to be: C -0.10; H 0.04; O -0.13; C -0.13; C -0.02; C -0.13; C -0.10; C -0.10; C -0.12; C -0.08; H -0.04; H 0.17; C -0.21; C -0.41; O -0.03; N -0.01; C -0.14; H 0.15; C -0.32; N -0.08; C -0.29; O -0.02; C -0.21; C 0.04; C 0.04; C -0.13; C -0.22; C -0.10; H 0.19; H 0.18; H 0.12; H 0.09; H 0.12; C -0.17; H 0.13; C -0.10; H 0.15; H 0.16; H 0.19; H 0.14; H 0.24; H 0.18; H 0.16; H 0.15; H 0.10; H 0.18; H 0.11; H 0.06; H 0.16; H 0.10